No. 1
{
  "formula": "C2H3Br2O2Si",
  "method": "ωB97M-V with the def2-TZVPD basis set",
  "elements": ["C", "C", "O", "O", "Si", "Br", "Br", "H", "H", "H"],
  "positions_angstrom": [[1.917, 1.956, -0.967], [-0.780, -0.735, 1.042], [1.974, 1.553, -2.046], [1.855, 2.335, 0.130], [-0.663, -2.025, -0.333], [-3.471, 0.564, -0.991], [1.702, -2.046, -0.732], [0.193, -0.346, 1.159], [-1.623, -0.038, 0.746], [-1.104, -1.219, 1.992]],
  "lowdin_charge": [-0.430, -0.456, 0.192, 0.188, 0.374, -0.693, -0.042, -0.056, -0.096, 0.018],
  "relative_energy_kj_mol": 106.42,
  "total_charge": -1
}

---

No. 2
{
  "formula": "C5H11NO",
  "method": "ωB97M-V with the def2-TZVPD basis set",
  "elements": ["C", "C", "C", "N", "C", "C", "O", "H", "H", "H", "H", "H", "H", "H", "H", "H", "H", "H"],
  "positions_angstrom": [[0.799, -0.579, -0.868], [1.605, -0.436, -2.108], [-0.058, 0.435, -0.523], [-1.075, 0.305, 0.555], [-1.269, -0.476, 1.924], [0.033, -0.345, 2.653], [-0.071, 1.479, -1.194], [-1.233, -1.377, -2.449], [0.497, -1.505, -0.407], [0.972, -0.971, -2.838], [1.496, 0.602, -2.409], [2.569, -0.630, -1.809], [-0.945, 1.174, 1.183], [-1.673, -1.252, 1.517], [-1.526, -0.838, -2.085], [0.204, 0.697, 2.917], [0.944, -0.493, 1.968], [0.130, -0.962, 3.614]],
  "lowdin_charge": [-0.110, -0.063, -0.588, 0.075, -0.019, -0.122, -0.006, 0.064, 0.097, 0.088, 0.078, 0.052, 0.119, 0.004, 0.065, 0.072, 0.095, 0.098],
  "relative_energy_kj_mol": 884.40,
  "total_charge": 0
}

---

No. 3
{
  "formula": "C15H13Cl3GeN7OSTi",
  "method": "ωB97M-V with the def2-TZVPD basis set",
  "elements": ["Ti", "C", "C", "C", "C", "N", "C", "C", "C", "C", "C", "C", "C", "H", "H", "H", "H", "H", "H", "H", "H", "N", "N", "C", "N", "S", "H", "H", "H", "H", "H", "O", "N", "C", "C", "N", "C", "N", "Cl", "Ge", "Cl", "Cl"],
  "positions_angstrom": [[-1.039, -0.140, 0.779], [2.261, -2.860, -0.085], [2.912, -2.757, 1.131], [2.573, -1.747, 2.015], [1.566, -0.859, 1.672], [0.894, -1.005, 0.516], [1.241, -1.963, -0.345], [1.189, 0.318, 2.511], [1.647, 0.539, 3.799], [1.235, 1.653, 4.521], [0.365, 2.582, 3.961], [-0.070, 2.414, 2.657], [0.295, 1.259, 1.975], [2.509, -3.619, -0.812], [3.691, -3.461, 1.395], [3.092, -1.642, 2.956], [0.676, -2.002, -1.269], [2.313, -0.169, 4.277], [1.609, 1.800, 5.525], [0.045, 3.439, 4.537], [-0.715, 3.144, 2.185], [-1.195, 1.383, -0.933], [-0.191, 1.164, -1.929], [1.090, 1.411, -1.613], [2.001, 0.935, -2.466], [1.527, 2.327, -0.250], [-2.110, 1.261, -1.373], [-1.125, 2.355, -0.612], [-0.447, 0.407, -2.585], [1.755, 0.310, -3.221], [2.970, 1.095, -2.251], [-1.316, -1.152, 2.315], [-1.974, -1.180, 3.504], [-2.942, -0.200, 3.466], [-3.755, 0.005, 4.617], [-4.415, 0.177, 5.544], [-3.084, 0.554, 2.303], [-2.894, 1.007, 1.237], [-2.303, -1.595, -0.785], [-1.649, -2.996, -2.734], [-0.358, -1.314, -3.803], [-3.563, -2.565, -3.752]],
  "lowdin_spin": [1.257, 0.005, 0.001, 0.004, 0.009, 0.017, 0.006, 0.087, 0.019, 0.044, 0.015, 0.089, 0.427, 0.000, 0.000, 0.000, 0.000, 0.004, 0.003, 0.002, 0.007, 0.004, 0.018, 0.032, 0.015, 0.189, 0.000, 0.000, 0.000, 0.001, 0.001, -0.033, 0.377, 0.107, 0.013, 0.033, 0.077, 0.132, 0.030, 0.006, 0.001, 0.000],
  "relative_energy_kj_mol": 157.80,
  "total_charge": 0,
  "multiplicity": 4
}

---

No. 4
{
  "formula": "C4H9O",
  "method": "ωB97M-V with the def2-TZVPD basis set",
  "elements": ["C", "O", "C", "H", "H", "H", "H", "H", "C", "C", "H", "H", "H", "H"],
  "positions_angstrom": [[0.786, -0.931, -1.257], [0.349, 0.007, -0.376], [-0.193, -2.076, -1.504], [1.748, -1.348, -0.914], [1.020, -0.428, -2.210], [0.138, -2.767, -2.279], [-1.185, -1.694, -1.742], [-0.324, -2.660, -0.593], [-1.019, 2.014, 1.604], [0.237, 1.954, 2.012], [-1.677, 2.785, 1.983], [-1.401, 1.299, 0.890], [0.609, 2.640, 2.762], [0.912, 1.206, 1.624]],
  "lowdin_spin": [0.107, 0.810, 0.000, 0.036, 0.047, -0.001, 0.000, 0.000, 0.000, 0.002, 0.000, -0.001, 0.000, 0.000],
  "relative_energy_kj_mol": 84.77,
  "total_charge": 0,
  "multiplicity": 2
}

---

No. 5
{
  "formula": "C2H2ClFO",
  "method": "ωB97M-V with the def2-TZVPD basis set",
  "elements": ["F", "C", "Cl", "C", "O", "H", "H"],
  "positions_angstrom": [[-1.075, -1.494, 0.550], [-0.631, -0.202, 0.146], [-1.952, 0.993, 0.298], [0.809, 0.179, 0.026], [0.162, -0.255, -1.171], [1.029, 1.217, -0.043], [1.658, -0.439, 0.194]],
  "lowdin_charge": [-0.016, -0.691, 0.683, -0.124, -0.061, 0.099, 0.110],
  "relative_energy_kj_mol": 124.98,
  "total_charge": 0,
  "smiles": "F[C@@]1(Cl)CO1"
}

---

No. 6
{
  "formula": "C25H49N4O3",
  "method": "ωB97M-V with the def2-TZVPD basis set",
  "elements": ["C", "C", "C", "C", "C", "C", "N", "C", "C", "C", "C", "C", "C", "C", "C", "C", "C", "C", "N", "C", "C", "N", "N", "H", "H", "H", "H", "H", "H", "H", "H", "H", "H", "H", "H", "H", "H", "H", "H", "H", "H", "H", "H", "H", "H", "H", "H", "H", "H", "H", "H", "H", "H", "H", "H", "H", "H", "H", "C", "O", "C", "C", "O", "C", "C", "O", "C", "H", "H", "H", "H", "H", "H", "H", "H", "H", "H", "H", "H", "H", "H"],
  "positions_angstrom": [[-3.958, 2.216, 4.884], [-3.599, 3.298, 3.759], [-3.202, 2.477, 2.460], [-4.499, 2.442, 1.524], [-1.952, 3.027, 1.673], [-1.614, 2.014, 0.498], [-0.297, 1.355, 0.580], [-0.206, 0.364, 1.685], [-0.110, -1.121, 1.226], [1.216, -1.627, 0.839], [1.381, -3.037, 0.436], [0.204, -3.922, 0.437], [-1.110, -3.374, 0.819], [-2.349, -4.334, 0.831], [-1.297, -1.983, 1.221], [0.733, 2.405, 0.661], [0.502, 3.496, 1.799], [0.382, 4.899, 1.036], [0.329, 6.069, 1.944], [1.815, 3.587, 2.667], [1.989, 2.474, 3.772], [3.043, 1.484, 3.350], [-0.765, 3.333, 2.567], [-3.006, 1.676, 5.162], [-4.635, 1.439, 4.426], [-4.440, 2.717, 5.757], [-2.817, 4.006, 4.135], [-4.565, 3.831, 3.532], [-2.996, 1.398, 2.715], [-4.634, 3.397, 0.949], [-5.375, 2.290, 2.215], [-4.478, 1.539, 0.854], [-2.254, 4.018, 1.229], [-1.612, 2.603, -0.469], [-2.385, 1.209, 0.359], [-1.074, 0.470, 2.400], [0.723, 0.593, 2.272], [2.137, -1.004, 0.855], [2.365, -3.482, 0.161], [0.279, -5.004, 0.172], [-3.194, -3.852, 1.380], [-2.050, -5.236, 1.443], [-2.603, -4.661, -0.208], [-2.265, -1.535, 1.544], [0.719, 2.932, -0.340], [1.755, 1.935, 0.715], [1.328, 5.008, 0.427], [-0.495, 4.941, 0.341], [0.315, 5.817, 2.935], [-0.504, 6.641, 1.798], [2.676, 3.462, 1.949], [1.987, 4.580, 3.160], [1.068, 1.868, 3.998], [2.363, 2.879, 4.756], [3.047, 1.380, 2.333], [2.781, 0.550, 3.694], [-0.747, 2.562, 3.258], [-1.026, 4.178, 3.091], [0.693, -1.252, -3.408], [1.752, -2.069, -3.861], [2.061, -3.117, -2.952], [2.526, -4.360, -3.692], [1.474, -5.074, -4.334], [0.907, -4.479, -5.502], [1.840, -4.488, -6.706], [2.837, -3.488, -6.584], [4.053, -3.845, -7.210], [0.999, -0.677, -2.525], [0.433, -0.558, -4.209], [-0.193, -1.852, -3.175], [1.197, -3.365, -2.329], [2.867, -2.756, -2.299], [2.935, -5.053, -2.952], [3.334, -4.136, -4.389], [0.536, -3.477, -5.289], [0.039, -5.096, -5.745], [1.257, -4.274, -7.611], [2.284, -5.484, -6.806], [4.409, -4.813, -6.839], [4.799, -3.092, -6.958], [3.931, -3.882, -8.295]],
  "lowdin_charge": [-0.093, -0.204, -0.331, -0.050, -0.201, -0.110, -0.130, -0.151, -0.171, -0.034, -0.067, -0.029, -0.233, -0.068, 0.002, -0.104, -0.347, -0.196, 0.015, -0.104, -0.242, -0.011, 0.141, 0.078, 0.085, 0.081, 0.097, 0.114, 0.122, 0.100, 0.092, 0.083, 0.156, 0.143, 0.131, 0.112, 0.094, 0.098, 0.102, 0.117, 0.073, 0.088, 0.086, 0.106, 0.141, 0.128, 0.137, 0.123, 0.057, 0.081, 0.136, 0.120, 0.090, 0.121, 0.040, 0.076, 0.162, 0.156, -0.110, -0.195, -0.206, -0.173, -0.127, -0.172, -0.199, -0.206, -0.109, 0.079, 0.089, 0.089, 0.103, 0.122, 0.127, 0.119, 0.115, 0.127, 0.128, 0.127, 0.088, 0.088, 0.089],
  "total_energy_ha": -1426.32379,
  "total_charge": 1
}

---

> Which formula does entry 5 have?

C2H2ClFO

---

> What is the formula in the first record?

C2H3Br2O2Si